Entry 1:
{
  "formula": "C12H19Cl2FeN3O",
  "method": "ωB97M-V/def2-TZVPD",
  "spin_multiplicity": 6,
  "homo_ev": [-0.78, -4.41],
  "s_squared": 8.84,
  "homo_lumo_gap_ev": [3.9, 7.5],
  "e_above_lowest_kcal_mol": 0.4,
  "largest_force_ev_per_a": 3.99,
  "total_charge": -1,
  "symbols": ["Fe", "Cl", "Cl", "C", "H", "H", "C", "C", "H", "C", "H", "C", "H", "H", "C", "H", "H", "C", "H", "H", "H", "H", "C", "N", "C", "C", "C", "N", "C", "O", "N", "H", "H", "H", "H", "H", "H", "H"],
  "xyz": [[-0.4236, -0.2281, -0.4936], [2.0220, -1.0835, 0.0991], [-2.4121, 0.2202, 0.0821], [-0.4032, -1.1476, -2.1781], [-1.2617, -0.8162, -2.7669], [0.5730, -1.1656, -2.6764], [0.4469, -0.9927, 1.0704], [-0.5961, -2.1029, -1.0668], [0.5896, -0.1482, 1.7613], [0.2752, -3.3662, -1.0352], [-1.6157, -2.3707, -0.7329], [0.2571, -4.2222, 0.2437], [-0.1220, -3.9798, -1.8578], [1.3058, -3.1018, -1.2958], [0.7349, -3.5151, 1.5105], [-0.7593, -4.5971, 0.4162], [0.8707, -5.1192, 0.0821], [-0.0740, -2.2353, 1.7693], [0.6214, -4.1792, 2.3789], [1.7943, -3.2545, 1.4270], [-1.1300, -2.3713, 1.4758], [-0.0863, -2.0092, 2.8470], [-0.3940, 5.1560, -1.6045], [0.1947, 4.1673, -0.7123], [0.9043, 4.6212, 0.3430], [1.5095, 3.7406, 1.1865], [1.3565, 2.3587, 0.9145], [0.5674, 1.8925, -0.0480], [0.0511, 2.7815, -0.9800], [-0.5086, 2.4123, -2.0193], [2.0206, 1.4830, 1.7325], [-1.0652, 4.6581, -2.3025], [0.3940, 5.6876, -2.1539], [-0.9429, 5.8957, -1.0099], [0.9532, 5.7050, 0.4531], [2.1181, 4.0622, 2.0205], [2.6414, 1.9165, 2.4075], [2.4138, 0.6535, 1.2680]]
}


Entry 2:
{
  "formula": "C12H19FN",
  "method": "ωB97M-V/def2-TZVPD",
  "spin_multiplicity": 1,
  "smiles": "C#CCCC[N+]1=C[C@@H](C)C[C@H]1[C@@H](C)F",
  "homo_ev": -13.48,
  "homo_lumo_gap_ev": 9.6,
  "e_above_lowest_kcal_mol": 42.7,
  "largest_force_ev_per_a": 4.37,
  "total_charge": 1,
  "symbols": ["C", "C", "C", "C", "C", "N", "C", "C", "C", "C", "C", "C", "C", "F", "H", "H", "H", "H", "H", "H", "H", "H", "H", "H", "H", "H", "H", "H", "H", "H", "H", "H", "H"],
  "xyz": [[-1.8541, 3.1040, 1.8445], [-0.8670, 3.3940, 1.1745], [0.1288, 3.5825, -0.0191], [1.3696, 2.5745, -0.0009], [1.1802, 1.2872, 0.8968], [0.2029, 0.2992, 0.3806], [-0.9200, 0.4577, -0.2720], [-1.6936, -0.8664, -0.5964], [-2.2669, -1.1192, -2.0575], [-0.8823, -2.0285, 0.1676], [0.3929, -1.1863, 0.5607], [1.8351, -1.7988, 0.2588], [1.8359, -3.3248, -0.1442], [2.5509, -1.0895, -0.7626], [-2.8367, 3.0736, 2.3916], [-0.3758, 3.4779, -1.0273], [0.5549, 4.6325, 0.0501], [1.6911, 2.3414, -1.0641], [2.2462, 3.1468, 0.4533], [0.9094, 1.5298, 1.9787], [2.2041, 0.7895, 0.9650], [-1.3617, 1.4467, -0.5781], [-2.6521, -0.7788, 0.0262], [-3.2088, -1.7481, -1.9226], [-1.5523, -1.7528, -2.6604], [-2.6076, -0.1788, -2.5861], [-1.5585, -2.3583, 1.0048], [-0.8087, -2.8358, -0.6136], [0.3673, -1.2537, 1.7054], [2.4283, -1.7216, 1.2302], [1.3837, -3.9853, 0.6559], [1.2570, -3.4591, -1.1163], [2.9079, -3.6515, -0.3235]]
}


Entry 3:
{
  "formula": "C12H19GaN",
  "method": "ωB97M-V/def2-TZVPD",
  "spin_multiplicity": 1,
  "homo_ev": -3.20,
  "homo_lumo_gap_ev": 6.4,
  "e_above_lowest_kcal_mol": 0.0,
  "largest_force_ev_per_a": 2.48,
  "total_charge": -1,
  "symbols": ["C", "C", "C", "C", "C", "Ga", "C", "C", "C", "N", "H", "H", "H", "H", "H", "H", "H", "H", "H", "H", "C", "C", "C", "C", "H", "H", "H", "H", "H", "H", "H", "H", "H"],
  "xyz": [[0.5796, -0.2486, -2.5506], [0.3425, 1.1266, -2.2777], [-0.9841, 1.2679, -1.7733], [-1.5710, -0.0516, -1.7277], [-0.5972, -0.9808, -2.2167], [-0.0532, -0.1103, 0.3540], [1.8315, 0.5767, 0.6997], [2.2980, -0.8614, 0.4938], [3.6344, -1.2089, 0.3883], [1.2313, -1.6911, 0.4509], [-1.5051, 2.2034, -1.5305], [1.0298, 1.9430, -2.4671], [-2.6234, -0.2677, -1.5190], [-0.7708, -2.0409, -2.3964], [1.4814, -0.6666, -2.9847], [2.2009, 1.2759, -0.0569], [1.3332, -2.6908, 0.2693], [2.0254, 0.9316, 1.7168], [4.3516, -0.3932, 0.3290], [3.9413, -2.2477, 0.3318], [-1.8860, 1.9432, 2.3391], [-1.6647, 0.4860, 2.7322], [-2.7152, -0.0440, 3.7087], [-1.5965, -0.4023, 1.4812], [-2.8270, 2.0539, 1.7898], [-1.0673, 2.2982, 1.7030], [-1.9104, 2.5745, 3.2314], [-0.6841, 0.3954, 3.2332], [-3.7100, -0.0188, 3.2564], [-2.4956, -1.0808, 3.9837], [-2.7295, 0.5521, 4.6244], [-1.5113, -1.4712, 1.7402], [-2.5056, -0.2748, 0.8786]]
}


Entry 4:
{
  "formula": "C12H19N2O3",
  "method": "ωB97M-V/def2-TZVPD",
  "spin_multiplicity": 1,
  "homo_ev": -12.59,
  "homo_lumo_gap_ev": 7.7,
  "e_above_lowest_kcal_mol": 111.4,
  "largest_force_ev_per_a": 5.80,
  "total_charge": 1,
  "symbols": ["C", "C", "C", "N", "C", "C", "C", "C", "O", "O", "C", "C", "N", "H", "H", "H", "H", "H", "H", "H", "H", "H", "H", "H", "H", "H", "C", "C", "O", "C", "H", "H", "H", "H", "H", "H"],
  "xyz": [[2.5704, -3.2562, 0.0824], [3.1366, -1.8613, -0.4784], [2.2859, -1.2184, -1.6847], [0.9100, -1.7905, -1.8639], [-0.0219, -1.3835, -0.8100], [-1.3304, -2.2528, -0.6695], [-2.4206, -1.9425, 0.4285], [-3.6877, -2.9038, 0.5278], [-3.8250, -3.6058, 1.5670], [-4.6363, -3.0124, -0.5522], [-2.1348, -0.7109, 1.3459], [-0.8336, 0.0920, 1.1293], [0.1303, -0.2629, 0.0817], [1.9454, -3.8500, -0.6747], [3.4122, -3.9316, 0.4940], [1.9138, -3.0086, 1.0045], [3.2849, -1.0480, 0.3115], [4.1913, -2.0852, -0.9030], [2.1948, -0.0752, -1.6338], [2.8633, -1.4578, -2.6601], [0.5500, -1.3775, -2.7506], [-1.5305, -3.1642, -1.3341], [-4.2563, -3.6376, -1.2160], [-2.8774, -0.4431, 2.1866], [-0.6374, 0.9931, 1.8124], [0.9501, 0.3549, 0.0122], [-0.4861, 4.1017, -0.5022], [-0.4614, 4.2615, 0.9948], [-0.9526, 3.4206, 1.7302], [0.1920, 5.4981, 1.5488], [-0.9882, 3.1654, -0.7586], [-1.0364, 4.9287, -0.9553], [0.5347, 4.0694, -0.8896], [-0.3282, 6.3873, 1.1868], [1.2428, 5.5276, 1.2527], [0.1360, 5.4794, 2.6394]]
}


Entry 5:
{
  "formula": "C12H19N3O7",
  "method": "ωB97M-V/def2-TZVPD",
  "spin_multiplicity": 1,
  "smiles": "COC1=NC(OC)=C([N+](=O)[O-])[C@@H](CC(C)=O)N1C[C@@H](O)CO",
  "homo_ev": -8.89,
  "homo_lumo_gap_ev": 8.5,
  "e_above_lowest_kcal_mol": 164.6,
  "largest_force_ev_per_a": 2.55,
  "symbols": ["C", "O", "C", "N", "C", "O", "C", "C", "N", "O", "O", "C", "C", "C", "C", "O", "N", "C", "C", "O", "C", "O", "H", "H", "H", "H", "H", "H", "H", "H", "H", "H", "H", "H", "H", "H", "H", "H", "H", "H", "H"],
  "xyz": [[0.3368, 3.7761, -0.1103], [0.7853, 2.5204, 0.3969], [-0.0035, 1.4587, 0.0834], [-1.1820, 1.5585, -0.4883], [-2.0040, 0.4404, -0.6084], [-3.3301, 0.6436, -0.9231], [-3.9114, 1.9102, -0.6135], [-1.4891, -0.8297, -0.5441], [-2.2257, -1.9988, -0.7149], [-1.7095, -2.9825, -1.2858], [-3.3995, -1.9679, -0.2914], [-0.0018, -0.9116, -0.4488], [0.6704, -0.8312, -1.8586], [1.3286, -2.1095, -2.2624], [0.9349, -2.7485, -3.5598], [2.3017, -2.5136, -1.6183], [0.4607, 0.1946, 0.3845], [1.6454, -0.0131, 1.2419], [1.1966, 0.1750, 2.6899], [0.1019, -0.7083, 2.9315], [2.2960, -0.1426, 3.6399], [2.5923, -1.5431, 3.4438], [-0.4410, 4.2349, 0.5653], [-0.0408, 3.7228, -1.1499], [1.1623, 4.4804, -0.1002], [-3.6113, 2.2751, 0.3702], [-3.5369, 2.6219, -1.3606], [-4.9678, 1.8774, -0.6506], [0.2210, -1.8700, 0.0286], [-0.0494, -0.5565, -2.6103], [1.4630, -0.0451, -1.8470], [0.0869, -3.4360, -3.4239], [0.7439, -1.9947, -4.2946], [1.7756, -3.3373, -3.9021], [2.0519, -1.0294, 1.0901], [2.4665, 0.6543, 1.0168], [0.8594, 1.2308, 2.8424], [-0.5490, -0.5855, 2.2340], [1.9725, -0.0381, 4.6534], [3.1839, 0.4752, 3.4858], [1.8149, -2.0574, 3.5684]]
}


Entry 6:
{
  "formula": "C12H19N4O10P3S",
  "method": "ωB97M-V/def2-TZVPD",
  "spin_multiplicity": 1,
  "homo_ev": -8.81,
  "homo_lumo_gap_ev": 7.8,
  "e_above_lowest_kcal_mol": 0.0,
  "largest_force_ev_per_a": 7.64,
  "symbols": ["O", "O", "O", "O", "N", "N", "O", "O", "O", "O", "O", "O", "S", "C", "C", "C", "C", "C", "C", "C", "N", "N", "C", "C", "C", "C", "C", "P", "P", "P", "H", "H", "H", "H", "H", "H", "H", "H", "H", "H", "H", "H", "H", "H", "H", "H", "H", "H", "H"],
  "xyz": [[-3.0136, 0.0123, 1.4135], [-0.0749, -3.6188, 1.9964], [-2.4167, -3.4998, 3.8314], [-1.9053, 0.7840, 3.3294], [-0.2330, 2.2131, -3.4262], [-2.2793, 2.7968, -2.3795], [-4.2955, 1.0803, 3.1962], [-0.0792, -4.1157, 4.3808], [-2.3163, -2.5833, 1.5813], [1.7484, -2.5166, 3.3937], [-3.3573, -1.2655, 3.5967], [-0.7503, -1.7411, 3.4598], [1.9142, -2.6223, -0.0373], [0.6503, -0.3544, 0.3433], [1.7557, -1.0480, 0.8071], [0.4800, -2.1910, -0.9409], [-1.2584, 3.0517, -3.2070], [-0.2953, 1.0235, -2.8094], [-2.3315, 1.6352, -1.8035], [-1.3415, 0.6824, -1.9573], [-3.3905, 1.4853, -0.9585], [-0.0240, -1.0183, -0.6829], [0.2180, 0.9907, 0.9393], [-1.1635, 4.4203, -3.7703], [-1.3451, -0.6260, -1.2162], [2.0808, -1.1115, 3.3532], [2.6162, -0.6443, 1.9504], [-3.1165, 0.0833, 2.8668], [0.1611, -2.9931, 3.3088], [-2.2017, -2.2198, 3.0987], [-3.9459, 1.9311, 2.9331], [-1.0635, -4.1103, 4.3506], [-1.6072, -3.2307, 1.5471], [0.0364, -2.9185, -1.6181], [0.5219, 0.3205, -3.0099], [-3.2099, 0.9107, -0.1346], [-3.9017, 2.3444, -0.8120], [0.4936, 1.0562, 1.9759], [0.6505, 1.8038, 0.3998], [-0.8837, 1.1286, 0.8982], [-0.7385, 4.3455, -4.7937], [-0.5806, 5.0828, -3.1187], [-2.1801, 4.8535, -3.8214], [-1.6364, -1.4183, -1.9163], [-2.0547, -0.6353, -0.4110], [2.8310, -0.8735, 4.0930], [1.2189, -0.4883, 3.5797], [2.8122, 0.4381, 1.9504], [3.5890, -1.0842, 1.7684]]
}